This record from OMol25 describes C4H12CrN3O11S as an isolated structure at a distorted geometry. The level of theory is ωB97M-V/def2-TZVPD.

```
32
Properties=species:S:1:pos:R:3:forces:R:3:lowdin_charge:R:1
Cr -0.66183 -0.37108 0.88423 0.55 0.23 -0.40 0.83
C -1.26264 1.23345 -2.16717 0.98 -1.34 1.40 -0.32
O -1.27761 0.46881 -1.00104 -0.40 0.16 0.32 -0.42
H -0.70243 0.71161 -2.94302 0.05 -0.47 -0.66 0.05
H -2.22621 1.48399 -2.61085 -0.37 0.23 0.19 0.06
H -0.63955 2.11757 -2.03228 -0.20 1.05 0.06 0.03
S -0.79918 -1.57118 3.27273 1.00 -2.43 7.06 0.18
O -0.80375 -0.85108 4.52418 0.03 3.25 -0.10 -0.36
O 0.39453 -1.38652 2.46861 3.56 0.79 -2.59 -0.38
O -0.94751 -2.91185 3.82068 -0.60 -2.03 -2.78 -0.37
O -1.73501 -1.08389 2.28113 -5.51 0.83 -2.11 -0.42
C -1.45970 3.46383 1.01104 0.24 2.72 -0.43 0.01
N -1.26250 2.51221 2.04680 -0.92 -2.24 1.88 -0.40
O -0.43346 1.63279 1.79678 0.28 0.44 0.48 -0.02
O -1.96339 2.51650 3.06940 0.80 0.49 -1.41 0.09
H -2.40813 3.36809 0.48246 0.38 -0.70 -0.20 0.12
H -0.52966 3.52427 0.44582 -0.57 -0.53 -0.55 0.10
H -1.52473 4.44653 1.47814 -0.17 0.02 0.34 0.09
C 1.05522 -4.05469 -1.21874 0.59 1.86 1.09 0.06
N 0.08369 -2.92237 -1.29849 -2.49 0.85 -0.12 -0.32
O -0.69956 -3.03825 -2.27908 1.57 1.27 2.58 0.05
O 0.04753 -2.04397 -0.36771 0.45 -3.65 -3.67 -0.02
H 1.08451 -4.53273 -2.19788 -0.13 -0.19 0.59 0.10
H 0.79660 -4.58118 -0.30002 -0.24 -0.54 -0.46 0.11
H 1.96551 -3.52269 -0.94225 0.41 -0.31 -0.31 0.09
C 2.36445 1.31893 -1.62328 0.64 -1.14 0.92 0.09
N 2.15768 0.15853 -0.68140 -1.26 -2.65 0.77 -0.36
O 1.27298 0.24610 0.15266 1.11 1.50 -0.61 -0.02
O 2.79566 -0.89511 -0.76645 0.27 1.70 -0.91 0.06
H 1.39159 1.77931 -1.79558 0.27 -0.07 0.07 0.08
H 2.86307 0.88909 -2.49202 -0.20 0.30 0.02 0.10
H 3.06384 1.89502 -1.01741 -0.13 0.59 -0.46 0.11
```
Positions in Å, forces in eV/Å.

Results
Largest force on an atom, hartree/bohr: 0.14650
Total charge: -1
Highest occupied orbital energy (alpha / beta), eV: -3.8 / -3.8
LUMO level (alpha / beta), eV: 1.8 / 1.9
Gap between HOMO and LUMO (alpha / beta), eV: 5.583 / 5.724
Multiplicity: 5
Electronic energy, eV: -70583.382

This record from OMol25 describes C4H12CsO4 as an isolated structure at a distorted geometry. The level of theory is ωB97M-V/def2-TZVPD.

```
21
Properties=species:S:1:pos:R:3:forces:R:3:lowdin_charge:R:1
Cs 0.43355 -0.09736 -0.41795 0.02 -0.37 -0.12 1.09
C 1.47784 -3.46108 2.60766 1.38 -1.03 0.09 -0.21
C 1.94821 -2.02590 2.71552 -1.93 1.27 0.55 -0.29
O 3.24923 -1.77318 2.30070 0.98 -0.85 -0.56 -0.04
O 1.91650 -4.04980 1.36805 -0.65 0.72 0.71 -0.06
H 0.41585 -3.64915 2.76551 -0.10 0.64 -0.45 0.13
H 1.92355 -4.00208 3.44238 0.32 -0.24 0.06 0.12
H 1.80087 -1.65143 3.72852 -0.03 -0.28 0.36 0.13
H 1.26886 -1.40107 2.13572 -0.40 0.19 -0.44 0.03
H 3.38094 -0.83718 2.13291 0.03 -0.07 0.23 0.10
H 2.83845 -3.78239 1.35832 0.42 -0.25 -0.46 0.07
C -2.31107 1.90889 -2.72532 -1.46 0.75 -2.33 -0.27
C -2.39556 3.45061 -2.69289 0.45 -1.69 0.86 -0.18
O -1.04059 3.88292 -2.50296 -0.16 0.70 -0.66 -0.06
O -2.15777 1.32177 -1.48462 1.06 -0.43 1.62 -0.15
H -1.49567 1.70036 -3.41795 0.28 -0.27 0.03 0.12
H -3.19669 1.41798 -3.12877 -0.17 0.35 -0.20 0.13
H -3.03091 3.75786 -1.86222 -0.10 0.19 0.02 0.13
H -2.82291 3.81771 -3.62601 0.54 0.21 0.04 0.13
H -0.66708 3.58189 -1.67141 -0.31 0.23 0.15 0.06
H -1.53567 1.89053 -1.02516 -0.16 0.21 0.49 0.00
```
Positions in Å, forces in eV/Å.

Results
Largest force on an atom, hartree/bohr: 0.05556
Total charge: +1
Highest occupied orbital energy, eV: -13.3
LUMO level, eV: -4.0
Gap between HOMO and LUMO, eV: 9.299
Electronic energy, eV: -13073.241

This record from OMol25 describes C4H12CuIO4 as an isolated structure at a distorted geometry. The level of theory is ωB97M-V/def2-TZVPD.

```
22
Properties=species:S:1:pos:R:3:forces:R:3:lowdin_charge:R:1
Cu 3.37725 -2.84673 0.74503 0.64 -0.58 0.03 0.27
I 1.71460 -1.18250 0.73808 1.94 -1.95 -0.41 1.16
C -1.13400 -0.27296 1.68398 -1.82 -2.30 -1.22 -0.18
C -1.69450 -0.84372 0.25292 1.78 2.81 0.82 -0.32
O -2.56753 -1.82449 0.48911 -1.24 -1.70 0.46 0.02
O -0.62113 -1.35520 2.44073 -1.55 1.98 0.62 -0.02
H -1.99873 0.19372 2.15574 0.19 -0.36 0.60 0.15
H -0.41726 0.53598 1.54259 0.30 0.42 0.02 0.08
H -0.88263 -1.08763 -0.43225 0.25 -0.78 0.16 0.07
H -2.14158 0.01810 -0.24256 -0.56 0.25 0.14 0.12
H -3.05573 -1.95935 -0.32642 -0.37 -0.34 0.04 0.12
H 0.12297 -1.70769 1.94711 0.06 -1.06 -0.24 -0.13
C 1.12969 0.98511 -1.80025 -0.83 0.74 -2.61 -0.26
C 0.20779 1.33355 -0.69311 -0.40 1.01 1.37 -0.23
O 0.86801 1.51567 0.56506 0.02 1.25 -0.19 -0.08
O 1.85991 2.12174 -2.28329 0.61 -1.26 1.04 -0.02
H 0.53172 0.81108 -2.69482 -0.71 -0.46 0.21 0.14
H 1.59721 0.01450 -1.63460 0.96 0.42 0.07 0.05
H -0.55106 0.57961 -0.48376 0.44 0.65 -1.02 0.05
H -0.22441 2.31754 -0.87494 -0.24 -0.21 -0.26 0.15
H 1.11766 0.64359 0.87935 0.24 1.00 0.35 -0.22
H 2.76174 2.01009 -1.97369 0.30 0.48 0.02 0.09
```
Positions in Å, forces in eV/Å.

Results
Largest force on an atom, hartree/bohr: 0.06654
Total charge: +1
Highest occupied orbital energy (alpha / beta), eV: -13.9 / -13.5
LUMO level (alpha / beta), eV: -5.3 / -8.6
Gap between HOMO and LUMO (alpha / beta), eV: 8.591 / 4.865
Multiplicity: 2
Electronic energy, eV: -65260.126